103
Properties=species:S:1:pos:R:3 method="wB97M-V/def2-TZVPD" spin_multiplicity=1 total_charge=+2
C -0.085 0.466 -2.433
H -2.414 3.799 -4.809
H 0.071 3.785 4.184
H 0.542 2.157 4.681
C -0.274 -1.016 -2.159
C 4.647 1.834 2.848
N 5.390 2.067 3.927
C 4.637 5.473 3.241
C -2.208 -1.637 0.554
H -2.131 3.932 -2.386
S 4.225 0.335 2.194
O 0.614 -2.996 4.346
H -2.996 -5.025 3.239
C -0.791 1.009 -3.602
C -3.480 -2.441 3.986
C 0.235 2.767 3.829
N 5.501 3.388 4.251
C -0.082 0.506 1.426
H -1.460 -4.194 3.411
C -1.290 -0.269 3.262
O -0.971 -1.493 2.479
N -0.472 -1.573 -1.031
C -1.070 2.236 3.216
C -0.628 -2.091 -5.832
H 3.987 4.041 0.755
C -3.085 -2.970 2.603
C 4.345 -2.526 -0.258
H 1.039 2.763 3.097
N 2.169 -1.510 0.472
H -2.982 -1.867 -0.161
H -1.607 2.596 -5.800
H -0.193 -4.047 -6.608
H 5.126 -3.084 0.255
C -0.930 -0.944 0.154
H -0.800 -4.082 -4.958
H 0.220 -1.957 -7.815
H -2.795 2.304 -2.238
O 1.287 -4.866 3.355
Pb 2.658 0.877 -0.147
H 3.582 5.742 3.312
C -2.160 2.242 4.289
C 1.639 -2.884 2.160
H -0.178 4.390 -3.933
H -3.106 1.861 3.898
C -0.199 -1.841 -3.360
H -1.380 0.462 -5.529
H -0.035 -0.380 -7.081
C -1.498 3.116 2.034
C -0.042 -1.050 1.405
C 1.222 -1.807 1.432
C -0.549 -1.302 -4.539
C -2.332 -4.301 2.767
C -2.083 -2.104 -6.328
H 0.775 -2.049 4.248
H 3.359 -4.076 1.871
O 0.755 1.083 -1.795
H 2.611 3.734 1.619
H -2.741 -2.576 -5.597
H 5.174 5.949 4.056
C 0.272 -1.407 -6.875
H -2.464 -1.104 -6.539
C -2.225 -2.038 1.804
C -0.159 -3.532 -5.648
C -2.097 2.756 -4.839
H 1.313 -1.394 -6.547
N 3.508 3.355 1.330
H -1.873 1.652 5.162
H -2.992 2.132 -4.792
O 1.039 1.187 1.268
H -1.672 4.133 2.388
H -3.973 -1.469 3.932
H -0.729 3.144 1.261
H -0.018 -2.897 -3.222
H -4.185 -3.143 4.430
H 0.782 3.242 -2.992
C 1.156 -3.680 3.324
C -1.870 2.873 -2.360
N 2.827 -3.267 1.581
H 4.112 -3.036 -1.193
C 3.126 -2.421 0.586
O -0.981 0.486 0.261
H 5.029 5.853 2.296
H 4.737 -1.537 -0.490
H 5.841 1.370 4.498
H 0.870 -3.578 -5.285
H -2.422 2.750 1.583
H -1.243 2.699 -1.485
H -2.329 3.263 4.631
C -0.850 0.835 2.700
H 0.644 3.056 -4.748
N 4.287 3.090 2.452
H -4.901 -2.272 1.603
C 4.823 4.008 3.347
C -1.157 2.485 -3.663
C 0.107 3.340 -3.841
H -2.625 -2.392 4.662
C -4.353 -3.200 1.769
H -1.874 -0.497 4.131
H -2.021 -4.702 1.802
H -4.122 -3.657 0.806
H -5.003 -3.886 2.310
H -2.142 -2.676 -7.255
C -0.954 0.120 -4.596

=====

59
Properties=species:S:1:pos:R:3 method="wB97M-V/def2-TZVPD" spin_multiplicity=2 total_charge=+1
C -2.438 -1.130 2.465
H 6.089 1.109 -0.229
H -1.143 -4.950 -2.488
N -0.051 1.959 0.038
C 1.048 -3.311 0.797
H 1.226 4.818 0.115
H 2.100 -3.029 0.727
H 3.257 4.281 -0.010
C -1.165 2.774 0.094
C 1.027 2.732 0.044
O -1.832 -0.329 0.312
H -0.587 -6.399 -1.637
C 4.778 2.808 -0.119
O -1.798 -4.756 5.804
N -1.227 -4.839 -0.403
H -3.617 -3.776 4.248
H -0.474 -6.373 0.770
N -1.106 -4.177 5.015
P 0.112 -2.420 -0.536
H 0.355 -3.143 -2.865
C -3.340 -2.067 2.950
C -1.172 -1.036 3.049
C -0.512 -5.285 0.740
C -2.941 -3.010 3.888
H -1.979 -3.108 0.517
N 0.948 -4.805 0.700
C -0.583 -5.308 -1.628
C -1.464 -3.393 -0.401
H 1.915 -3.080 -2.058
O -3.924 0.001 0.991
H 0.686 -3.011 1.775
H 5.577 3.537 -0.144
H -4.346 -2.077 2.547
C 3.466 3.217 -0.045
C 5.061 1.444 -0.167
C 2.699 0.918 -0.055
C -0.759 4.062 0.127
O 0.051 -4.480 4.761
N 0.620 4.019 0.094
H -1.312 4.984 0.166
H -2.119 -3.123 -1.231
H 2.586 -4.928 -0.653
H -0.509 -0.226 2.779
C 1.564 -5.296 -0.604
H 4.248 -0.544 -0.178
Co -0.059 -0.015 0.039
C 2.414 2.294 -0.015
H -2.164 2.367 0.097
O 1.755 -0.013 -0.018
H 1.407 -5.197 1.521
C 0.875 -3.388 -1.939
H 1.565 -6.384 -0.573
H -0.959 -4.907 1.657
H 0.225 -1.936 4.421
C -2.796 -0.370 1.199
N 0.801 -4.836 -1.719
C -0.759 -1.976 3.971
C -1.629 -3.001 4.320
C 4.039 0.519 -0.136

=====

Going through the records in order, we get energy relative to the best compared isomer or geometry (same formula, charge and spin) values of 58.2; 0.0 kcal per mole.
Going through the records in order, we get total energy values of -2865.74452; -3281.33883 Eh.